Entry 1:
Molecular formula: C13H27MnO4P
Method: DFT, wB97M-V/def2-TZVPD

Structure (XYZ):
```
46
Properties=species:S:1:pos:R:3:forces:R:3
Mn 0.277 -0.533 0.692 2.4 -2.7 0.3
C 1.106 0.904 0.035 4.8 7.2 -3.9
O 1.782 1.777 -0.385 -3.8 -4.8 2.5
C -0.285 -0.205 2.360 -4.3 3.5 10.2
O -0.644 0.129 3.427 2.1 -2.1 -5.8
C -1.120 -1.122 -0.256 -7.5 -2.7 -5.5
O -2.029 -1.538 -0.888 5.3 2.4 3.8
C 3.421 -1.631 0.793 3.5 0.4 0.8
P 1.745 -2.000 0.049 0.5 -2.9 -1.9
H 2.729 -3.299 -1.641 0.0 0.1 0.5
H 3.758 -0.769 0.189 -0.4 -0.1 -0.4
C 1.342 -3.725 0.641 -0.1 -0.1 1.0
H 2.350 -4.154 0.769 -0.2 0.2 -0.1
C 4.466 -2.744 0.666 -1.2 -0.3 0.0
H 4.561 -3.169 -0.338 0.2 0.2 0.0
H 4.275 -3.565 1.368 0.1 0.2 0.0
H 5.444 -2.319 0.924 0.2 0.2 -0.1
C 3.301 -1.179 2.251 -1.8 -0.8 0.0
H 3.000 -2.016 2.903 0.3 0.4 0.0
C 1.091 -2.347 -2.682 -1.3 0.9 0.5
H 2.573 -0.361 2.372 0.2 0.1 0.2
H 4.290 -0.811 2.567 0.1 0.0 -0.1
C 3.333 -1.320 -2.227 -0.2 -0.1 0.4
H 0.881 -1.346 -3.083 0.1 -0.4 0.0
H 1.381 -3.006 -3.517 0.2 0.0 0.2
H 0.161 -2.736 -2.251 0.2 -0.1 -0.2
C 2.268 -2.298 -1.705 1.7 0.4 -1.4
H 3.440 -1.477 -3.310 0.1 0.2 0.1
H 4.321 -1.476 -1.775 -0.2 -0.1 -0.2
H 3.034 -0.274 -2.059 0.0 -0.2 -0.3
C 0.569 -4.587 -0.369 -0.2 0.3 -0.8
H -0.404 -4.145 -0.632 0.2 -0.3 0.1
H 0.391 -5.564 0.103 0.0 0.2 0.1
H 1.137 -4.770 -1.290 -0.2 0.0 0.3
C 0.627 -3.712 1.997 0.1 0.1 0.1
H 1.178 -3.141 2.755 -0.1 -0.2 0.0
H 0.548 -4.755 2.335 -0.1 0.4 0.1
H -0.388 -3.291 1.918 0.0 -0.2 0.0
H -0.191 0.572 -2.383 0.1 0.1 -0.6
H -0.069 0.641 -3.131 -0.1 0.1 0.5
C -2.322 2.380 -0.629 -1.1 -2.6 0.2
O -2.136 1.863 0.685 0.0 0.8 -2.0
H -2.568 1.534 -1.279 0.0 0.1 0.2
H -1.397 2.823 -1.017 0.5 1.0 0.2
H -3.157 3.103 -0.645 0.1 0.8 0.2
H -1.994 2.633 1.260 -0.1 0.7 1.0
```
Positions in Å, forces in eV/Å.

## Properties
Orbital gap (alpha / beta): 7.036 / 4.856 eV
2S+1: 4
Lowest unoccupied orbital energy (alpha / beta): -0.6384 / -0.7113 hartree
Charge: +4
HOMO (alpha / beta): -24.4 / -24.2 eV

Entry 2:
Molecular formula: C30H83N7O8
Method: DFT, wB97M-V/def2-TZVPD

Structure (XYZ):
```
128
Properties=species:S:1:pos:R:3:forces:R:3
C 0.551 5.667 -0.323 1.7 -0.3 -0.6
C -0.010 7.040 -0.766 1.0 -1.3 2.2
C -0.059 7.139 -2.238 -0.9 0.7 -2.0
O -0.205 8.523 -2.693 -0.2 -0.6 1.4
C 0.492 8.790 -3.854 1.0 -0.3 -1.5
N -1.267 7.028 -0.051 -0.3 0.7 -0.3
H 0.634 5.461 0.744 -0.5 0.7 0.2
H 1.573 5.495 -0.660 0.2 0.2 -0.3
H 0.010 4.817 -0.739 -0.5 0.1 -0.2
H 0.597 7.847 -0.357 0.2 0.0 -0.1
H -0.924 6.580 -2.594 -0.6 0.0 0.0
H 0.725 6.606 -2.775 0.8 0.5 0.3
H 0.089 8.213 -4.686 0.2 -0.4 -0.2
H 1.562 8.612 -3.746 0.2 -0.6 0.1
H 0.516 9.797 -4.271 -0.9 0.5 1.0
H -1.606 6.087 -0.192 -0.9 0.2 0.1
H -1.879 7.725 -0.450 -0.5 -0.1 0.1
C 0.493 0.346 -3.566 0.7 0.1 -0.2
C 1.847 0.855 -3.013 0.6 -1.5 -0.6
C 2.143 2.339 -2.993 -2.8 1.2 -0.4
O 2.093 2.943 -4.307 1.0 -1.2 0.5
C 0.832 3.407 -4.697 -1.2 1.3 0.1
N 2.066 0.315 -1.670 0.5 -0.1 0.2
H -0.375 0.684 -3.000 0.0 0.4 -0.3
H 0.426 -0.742 -3.582 0.4 -0.3 0.6
H 0.473 0.528 -4.640 -0.5 0.7 0.1
H 2.608 0.427 -3.665 0.2 -0.1 -0.4
H 2.982 2.638 -2.364 0.7 -0.3 -0.8
H 1.319 2.784 -2.435 -0.3 0.2 0.3
H -0.043 2.779 -4.528 0.3 -0.6 0.4
H 0.726 3.694 -5.743 1.0 -0.5 -0.3
H 0.615 4.355 -4.205 0.0 0.2 0.5
H 2.354 -0.651 -1.731 -0.5 -0.6 -0.5
H 2.966 0.636 -1.341 0.2 0.8 0.3
C -5.282 -2.329 6.968 0.3 0.7 -0.8
C -4.440 -1.024 6.843 -0.1 -1.6 -1.3
C -4.124 -0.576 5.381 -0.5 -0.7 -0.6
O -3.631 -1.605 4.573 1.4 -1.3 0.4
C -3.254 -1.268 3.259 -1.3 -0.3 -0.3
N -5.103 0.078 7.451 -0.3 1.6 0.7
H -6.302 -2.078 6.677 -0.2 -0.3 0.3
H -5.187 -2.663 8.001 -0.4 0.0 0.0
H -4.931 -3.132 6.320 0.2 0.1 0.0
H -3.521 -1.349 7.330 0.5 0.8 0.1
H -3.403 0.234 5.270 -0.3 0.5 0.7
H -5.046 -0.368 4.839 -0.7 1.1 0.6
H -4.070 -1.606 2.621 0.2 -0.8 -0.5
H -2.302 -1.748 3.033 -0.1 0.2 -0.2
H -3.295 -0.227 2.940 0.7 0.6 0.9
H -5.559 0.688 6.788 0.3 0.0 -0.3
H -5.833 -0.098 8.126 0.3 -0.7 0.2
C 4.288 1.121 1.154 -0.1 -1.2 1.2
C 5.775 0.882 0.886 -1.5 1.6 -2.3
C 5.949 -0.328 -0.095 0.5 0.1 3.1
O 5.161 -0.348 -1.223 0.9 0.0 -1.6
C 5.855 0.339 -2.299 -1.5 0.6 0.3
N 6.244 2.161 0.230 0.7 -0.6 0.1
H 3.888 0.280 1.719 -0.2 0.0 0.4
H 3.612 1.138 0.299 0.5 0.5 -0.2
H 4.200 2.021 1.763 -0.3 0.0 -0.1
H 6.293 0.703 1.829 0.2 0.0 -0.3
H 5.613 -1.183 0.492 0.2 -0.3 0.2
H 7.017 -0.438 -0.280 0.0 -0.1 -0.4
H 5.695 1.375 -1.999 0.3 0.2 -1.2
H 5.341 0.045 -3.214 0.0 0.4 -0.1
H 6.927 0.186 -2.426 0.0 -0.5 0.5
H 6.182 2.962 0.843 0.4 -0.2 0.8
H 5.560 2.453 -0.454 -0.2 -0.4 -0.4
C 4.093 -3.082 -2.584 0.2 0.2 0.7
C 2.727 -3.659 -2.197 -0.7 0.5 -1.5
C 2.665 -5.194 -1.970 2.1 -2.3 0.3
O 3.431 -5.844 -3.031 -2.1 1.0 0.2
C 4.032 -7.099 -2.751 1.9 -0.3 0.0
N 2.092 -2.906 -1.155 2.2 -1.7 0.8
H 4.677 -3.330 -3.471 -1.1 -0.9 -0.3
H 4.749 -3.415 -1.779 0.3 0.6 0.3
H 4.020 -1.999 -2.676 0.1 0.1 0.7
H 1.994 -3.564 -2.998 -0.3 0.1 -0.9
H 1.696 -5.659 -1.788 -0.4 0.5 -0.7
H 3.192 -5.399 -1.038 0.3 0.1 0.3
H 4.373 -7.636 -3.636 -0.7 0.7 -0.8
H 3.543 -7.917 -2.223 -0.8 0.8 0.6
H 5.013 -6.873 -2.334 0.0 -0.2 0.9
H 2.753 -2.456 -0.539 0.5 1.3 -0.1
H 1.472 -3.344 -0.488 -1.6 -0.4 -0.4
C 1.141 -5.569 1.098 -0.5 1.0 -0.5
C -0.167 -5.405 1.893 0.2 -1.5 0.1
C -1.425 -5.346 1.066 1.4 1.2 -1.0
O -1.173 -4.323 0.070 -0.6 0.6 -0.2
C -1.592 -2.959 0.346 0.4 -1.5 0.9
N -0.326 -6.539 2.814 0.3 1.0 0.2
H 1.113 -4.846 0.283 0.0 0.2 -0.1
H 1.217 -6.517 0.567 0.0 -0.3 0.4
H 2.039 -5.350 1.677 -0.1 -0.3 0.2
H -0.207 -4.478 2.465 0.6 0.1 0.2
H -2.168 -5.154 1.840 -0.8 0.1 -0.7
H -1.581 -6.229 0.446 -0.3 -0.3 0.4
H -1.078 -2.297 -0.351 -0.6 -0.1 -0.4
H -1.190 -2.658 1.314 -0.1 0.1 0.3
H -2.681 -2.949 0.388 0.1 0.6 -0.4
H 0.605 -6.654 3.190 -0.1 -0.7 0.5
H -0.583 -7.367 2.296 0.1 -0.2 0.0
C -7.022 1.042 1.648 2.0 -0.5 0.1
C -5.706 1.071 0.760 -1.1 1.0 0.8
C -5.313 -0.307 0.227 1.2 0.1 -0.4
O -3.852 -0.506 -0.028 -1.9 -0.6 1.9
C -3.161 0.355 -0.889 -2.0 -0.3 -0.2
N -5.955 2.113 -0.224 0.3 -0.2 0.2
H -7.851 0.621 1.078 0.0 -0.1 0.2
H -7.279 2.013 2.073 0.1 0.2 -0.6
H -6.739 0.462 2.526 -0.6 -0.6 0.0
H -4.875 1.466 1.345 0.1 -0.3 0.5
H -5.876 -0.513 -0.683 0.1 0.1 -0.4
H -5.619 -1.090 0.921 0.5 0.0 0.2
H -3.830 0.442 -1.745 0.6 0.1 -0.9
H -2.236 -0.191 -1.072 0.1 0.7 -0.3
H -3.090 1.372 -0.504 0.7 0.0 0.3
H -6.786 1.862 -0.740 0.2 0.2 -0.6
H -5.122 2.260 -0.776 -0.4 0.1 -0.6
C -0.271 1.690 0.163 -0.8 0.8 1.9
C -0.211 0.511 1.195 0.6 0.5 -2.6
O 0.736 -0.376 0.593 0.2 -1.7 1.4
H 0.566 2.387 0.205 0.7 -0.7 -0.3
H -1.046 2.416 0.408 -0.6 -0.3 0.1
H -0.490 1.288 -0.826 0.3 0.2 0.1
H -1.182 0.015 1.186 -0.2 0.0 0.4
H 0.131 0.704 2.212 -0.2 0.4 -0.1
H 0.972 -0.145 -0.308 0.0 0.9 -0.4
```
Positions in Å, forces in eV/Å.

## Properties
Orbital gap (alpha / beta): 8.033 / 2.329 eV
Energy relative to the best compared isomer or geometry (same formula, charge and spin): 259.7 kJ/mol
2S+1: 2
Lowest unoccupied orbital energy (alpha / beta): -0.0836 / -0.2932 hartree
Charge: +1
HOMO (alpha / beta): -10.3 / -10.3 eV

Copy entry 1 word for word.
Molecular formula: C13H27MnO4P
Method: DFT, wB97M-V/def2-TZVPD

Structure (XYZ):
```
46
Properties=species:S:1:pos:R:3:forces:R:3
Mn 0.277 -0.533 0.692 2.4 -2.7 0.3
C 1.106 0.904 0.035 4.8 7.2 -3.9
O 1.782 1.777 -0.385 -3.8 -4.8 2.5
C -0.285 -0.205 2.360 -4.3 3.5 10.2
O -0.644 0.129 3.427 2.1 -2.1 -5.8
C -1.120 -1.122 -0.256 -7.5 -2.7 -5.5
O -2.029 -1.538 -0.888 5.3 2.4 3.8
C 3.421 -1.631 0.793 3.5 0.4 0.8
P 1.745 -2.000 0.049 0.5 -2.9 -1.9
H 2.729 -3.299 -1.641 0.0 0.1 0.5
H 3.758 -0.769 0.189 -0.4 -0.1 -0.4
C 1.342 -3.725 0.641 -0.1 -0.1 1.0
H 2.350 -4.154 0.769 -0.2 0.2 -0.1
C 4.466 -2.744 0.666 -1.2 -0.3 0.0
H 4.561 -3.169 -0.338 0.2 0.2 0.0
H 4.275 -3.565 1.368 0.1 0.2 0.0
H 5.444 -2.319 0.924 0.2 0.2 -0.1
C 3.301 -1.179 2.251 -1.8 -0.8 0.0
H 3.000 -2.016 2.903 0.3 0.4 0.0
C 1.091 -2.347 -2.682 -1.3 0.9 0.5
H 2.573 -0.361 2.372 0.2 0.1 0.2
H 4.290 -0.811 2.567 0.1 0.0 -0.1
C 3.333 -1.320 -2.227 -0.2 -0.1 0.4
H 0.881 -1.346 -3.083 0.1 -0.4 0.0
H 1.381 -3.006 -3.517 0.2 0.0 0.2
H 0.161 -2.736 -2.251 0.2 -0.1 -0.2
C 2.268 -2.298 -1.705 1.7 0.4 -1.4
H 3.440 -1.477 -3.310 0.1 0.2 0.1
H 4.321 -1.476 -1.775 -0.2 -0.1 -0.2
H 3.034 -0.274 -2.059 0.0 -0.2 -0.3
C 0.569 -4.587 -0.369 -0.2 0.3 -0.8
H -0.404 -4.145 -0.632 0.2 -0.3 0.1
H 0.391 -5.564 0.103 0.0 0.2 0.1
H 1.137 -4.770 -1.290 -0.2 0.0 0.3
C 0.627 -3.712 1.997 0.1 0.1 0.1
H 1.178 -3.141 2.755 -0.1 -0.2 0.0
H 0.548 -4.755 2.335 -0.1 0.4 0.1
H -0.388 -3.291 1.918 0.0 -0.2 0.0
H -0.191 0.572 -2.383 0.1 0.1 -0.6
H -0.069 0.641 -3.131 -0.1 0.1 0.5
C -2.322 2.380 -0.629 -1.1 -2.6 0.2
O -2.136 1.863 0.685 0.0 0.8 -2.0
H -2.568 1.534 -1.279 0.0 0.1 0.2
H -1.397 2.823 -1.017 0.5 1.0 0.2
H -3.157 3.103 -0.645 0.1 0.8 0.2
H -1.994 2.633 1.260 -0.1 0.7 1.0
```
Positions in Å, forces in eV/Å.

## Properties
Orbital gap (alpha / beta): 7.036 / 4.856 eV
2S+1: 4
Lowest unoccupied orbital energy (alpha / beta): -0.6384 / -0.7113 hartree
Charge: +4
HOMO (alpha / beta): -24.4 / -24.2 eV